(1)
# C26H44BrMoN3OP2

A molecular structure, C26H44BrMoN3OP2 in a non-equilibrium geometry (wB97M-V/def2-TZVPD, OMol25).

Last column: Mulliken spin population.
Geometry (Å):
1 N -5.28 -1.36 4.25  0.008
2 C -4.33 -0.58 4.78  0.008
3 C -3.76 0.47 4.05  0.003
4 C -4.19 0.69 2.72  -0.001
5 C -5.26 -0.08 2.23  0.012
6 C -5.77 -1.10 3.04  0.006
7 C -3.42 1.52 1.82  -0.003
8 Mo -0.07 1.03 -1.85  1.189
9 P 2.63 0.83 -1.61  -0.051
10 C -3.40 1.31 0.47  0.006
11 C -2.36 1.72 -0.49  -0.023
12 C -2.48 1.35 -1.86  -0.033
13 C -1.77 2.04 -2.87  0.041
14 C -0.77 2.97 -2.49  -0.092
15 C -0.39 3.08 -1.14  0.099
16 C -1.07 2.25 -0.19  -0.085
17 Br 0.66 3.32 -3.90  -0.009
18 H -2.75 2.28 2.23  0.001
19 H -4.24 0.79 -0.01  -0.001
20 H -2.94 1.05 4.48  0.002
21 H -5.65 0.03 1.22  0.000
22 H -4.00 -0.81 5.80  0.000
23 H -6.58 -1.73 2.68  0.001
24 H -3.25 0.65 -2.15  0.002
25 H -0.71 2.23 0.84  0.004
26 H -2.04 1.88 -3.90  0.014
27 H 0.37 3.77 -0.80  -0.002
28 P -0.26 -1.40 -0.56  -0.030
29 C 3.17 2.36 -0.75  0.006
30 C 4.05 3.36 -1.50  0.001
31 H 3.66 2.05 0.18  0.005
32 H 2.23 2.86 -0.45  0.004
33 H 4.31 4.17 -0.81  0.000
34 H 4.99 2.90 -1.82  0.001
35 H 3.54 3.83 -2.35  0.000
36 C 3.02 0.60 -3.38  -0.020
37 C 4.43 0.89 -3.87  -0.004
38 H 2.29 1.21 -3.94  -0.004
39 H 2.76 -0.45 -3.59  0.006
40 H 4.41 1.02 -4.96  -0.001
41 H 4.84 1.81 -3.46  0.000
42 H 5.10 0.05 -3.66  0.000
43 C 3.67 -0.45 -0.79  -0.003
44 C 5.19 -0.24 -0.76  -0.002
45 H 3.44 -1.42 -1.26  0.002
46 H 3.28 -0.49 0.24  0.000
47 H 5.67 -1.14 -0.35  0.000
48 H 5.60 -0.08 -1.75  0.000
49 H 5.47 0.60 -0.11  0.000
50 C 0.54 -2.72 0.46  -0.003
51 C 1.98 -3.14 0.15  0.003
52 H -0.10 -3.61 0.35  -0.002
53 H 0.49 -2.38 1.50  0.011
54 H 2.16 -4.15 0.54  0.000
55 H 2.19 -3.16 -0.93  0.001
56 H 2.71 -2.49 0.65  -0.001
57 C -0.22 -2.24 -2.20  -0.014
58 C -1.29 -1.73 -3.17  0.028
59 H -0.33 -3.33 -2.02  -0.001
60 H 0.79 -2.07 -2.60  0.005
61 H -1.32 -2.42 -4.03  0.002
62 H -2.29 -1.72 -2.72  -0.001
63 H -1.07 -0.72 -3.55  -0.014
64 C -2.01 -1.72 -0.04  -0.011
65 C -2.27 -2.24 1.38  0.005
66 H -2.47 -2.39 -0.77  0.000
67 H -2.53 -0.75 -0.15  0.002
68 H -3.35 -2.30 1.55  0.000
69 H -1.86 -3.25 1.53  0.000
70 H -1.84 -1.57 2.15  -0.003
71 N -0.01 1.00 4.33  0.186
72 C 0.31 -0.26 3.85  -0.078
73 N -0.49 -1.28 4.34  0.128
74 O 1.17 -0.44 2.99  0.717
75 H -0.50 1.05 5.22  -0.004
76 H 0.70 1.70 4.15  -0.007
77 H -0.09 -2.20 4.25  -0.002
78 H -1.08 -1.12 5.15  -0.001

**Multiplicity**: 3
**E_HOMO (alpha / beta)**: -19.52 / -19.42 eV
**Max |F|**: 4.93 eV/A
**Charge**: +4
**Frontier orbital gap (alpha / beta)**: 0.2104 / 0.0926 Eh
**Electronic energy**: -4579.82824 Eh


(2)
# C26H44BrN3OP2Sn

A molecular structure, C26H44BrN3OP2Sn in a non-equilibrium geometry (wB97M-V/def2-TZVPD, OMol25).

Last column: Löwdin charge in e.
Geometry (Å):
1 N -6.27 4.81 -5.22  0.075
2 C -5.84 5.43 -4.12  -0.108
3 C -4.61 5.12 -3.53  -0.006
4 C -3.84 4.07 -4.09  -0.241
5 C -4.29 3.50 -5.30  -0.019
6 C -5.53 3.88 -5.81  -0.117
7 C -2.70 3.47 -3.35  -0.264
8 Sn -0.37 3.73 -3.68  1.472
9 P 4.72 -0.13 -1.39  0.952
10 C -2.00 2.29 -3.90  -0.353
11 C -1.26 1.43 -2.97  -0.367
12 C -0.12 0.71 -3.42  -0.109
13 C 0.42 -0.29 -2.66  -0.129
14 C -0.13 -0.68 -1.31  -0.770
15 C -1.09 0.37 -0.81  -0.117
16 C -1.63 1.32 -1.60  -0.019
17 Br 1.29 -0.72 0.05  1.002
18 H -2.84 3.53 -2.27  0.102
19 H -2.26 1.90 -4.89  0.132
20 H -4.31 5.61 -2.59  0.121
21 H -3.80 2.65 -5.77  0.094
22 H -6.49 6.18 -3.67  0.123
23 H -5.92 3.39 -6.70  0.119
24 H 0.34 1.00 -4.38  0.116
25 H -2.49 1.91 -1.24  0.136
26 H 1.27 -0.86 -3.04  0.076
27 H -1.37 0.29 0.26  0.083
28 P -0.88 -2.38 -1.56  0.998
29 C 3.81 1.36 -0.83  -0.477
30 C 4.75 2.58 -0.86  -0.175
31 H 3.42 1.18 0.18  0.045
32 H 2.95 1.51 -1.51  0.050
33 H 4.25 3.43 -0.38  0.067
34 H 5.69 2.38 -0.32  0.067
35 H 5.01 2.86 -1.88  0.068
36 C 3.85 -0.89 -2.80  -0.479
37 C 4.74 -1.93 -3.49  -0.160
38 H 3.58 -0.07 -3.48  0.079
39 H 2.95 -1.35 -2.39  0.011
40 H 4.38 -2.13 -4.50  0.068
41 H 5.77 -1.59 -3.58  0.070
42 H 4.75 -2.88 -2.95  0.066
43 C 4.50 -1.49 -0.13  -0.457
44 C 5.44 -1.47 1.08  -0.156
45 H 4.58 -2.46 -0.65  0.077
46 H 3.46 -1.40 0.25  -0.066
47 H 5.03 -2.16 1.83  0.072
48 H 6.45 -1.83 0.82  0.077
49 H 5.52 -0.47 1.52  0.068
50 C -0.75 -3.37 -0.07  -0.346
51 C -1.61 -4.65 -0.03  -0.100
52 H -0.95 -2.71 0.78  0.090
53 H 0.32 -3.63 0.00  0.093
54 H -2.61 -4.47 0.39  0.078
55 H -1.72 -5.12 -1.01  0.079
56 H -1.11 -5.39 0.62  0.096
57 C 0.10 -3.26 -2.78  -0.309
58 C -0.30 -3.20 -4.26  -0.098
59 H 0.12 -4.30 -2.43  0.108
60 H 1.13 -2.88 -2.67  0.090
61 H -1.34 -3.52 -4.44  0.083
62 H -0.15 -2.20 -4.68  0.071
63 H 0.37 -3.89 -4.81  0.096
64 C -2.62 -2.19 -1.98  -0.290
65 C -3.45 -1.79 -0.75  -0.107
66 H -2.95 -3.15 -2.41  0.109
67 H -2.70 -1.44 -2.79  0.103
68 H -4.24 -1.09 -1.05  0.093
69 H -3.93 -2.67 -0.29  0.087
70 H -2.84 -1.29 0.01  0.055
71 N 0.78 1.58 3.79  0.152
72 C -0.04 1.63 2.66  -0.659
73 N -1.16 0.80 2.80  0.130
74 O 0.23 2.24 1.64  0.003
75 H 0.31 1.36 4.67  0.102
76 H 1.46 2.33 3.79  0.109
77 H -1.92 1.00 2.18  0.084
78 H -1.41 0.56 3.76  0.102

**Energy relative to the best compared isomer or geometry (same formula, charge and spin)**: 0.0000 eV
**E_HOMO**: -11.81 eV
**Max |F|**: 3.50 eV/A
**Charge**: +2
**Frontier orbital gap**: 0.1263 Eh
**Electronic energy**: -4726.98605 Eh


(3)
# C26H44BrN7O4P2S

3 unconnected molecules or ions with the total composition C26H44BrN7O4P2S in a non-equilibrium geometry (wB97M-V/def2-TZVPD, OMol25).

Last column: Löwdin charge in e.
Geometry (Å):
1 O 2.68 0.10 4.06  0.116
2 C 2.74 0.97 3.22  -0.287
3 C 3.54 2.30 3.45  0.087
4 C 4.14 2.79 2.33  -0.183
5 N 4.89 4.06 2.39  0.106
6 C 4.04 4.92 2.13  -0.710
7 S 2.93 5.93 1.55  0.728
8 C 4.02 2.04 0.95  -0.318
9 O 4.91 2.01 0.15  0.120
10 C 2.62 1.37 0.72  -0.504
11 Br 1.81 1.25 -1.04  0.781
12 C 2.01 0.88 1.84  -0.161
13 C 0.60 0.23 1.73  -0.130
14 C -0.46 1.38 1.96  -0.166
15 C -0.28 2.75 1.45  -0.050
16 C -1.28 3.80 1.66  -0.085
17 C -2.49 3.53 2.42  -0.089
18 C -2.70 2.18 2.92  -0.082
19 C -1.71 1.13 2.70  -0.034
20 H 3.58 2.81 4.43  0.140
21 H 0.42 -0.35 0.79  0.084
22 H 0.49 -0.51 2.58  0.113
23 H 0.62 3.05 0.87  0.063
24 H -1.12 4.83 1.26  0.094
25 H -3.21 4.37 2.54  0.099
26 H -3.64 1.97 3.49  0.095
27 H -1.95 0.13 3.14  0.107
28 O -3.11 2.72 -1.04  -0.276
29 P -2.72 2.89 -2.51  0.770
30 N -3.78 4.22 -2.76  -0.333
31 C -4.64 4.47 -3.89  -0.140
32 C -3.24 5.49 -2.27  -0.143
33 N -3.43 1.38 -2.97  -0.347
34 C -4.86 1.17 -2.79  -0.122
35 C -2.71 0.25 -2.38  -0.139
36 N -2.11 3.07 -4.19  -0.302
37 C -2.59 2.29 -5.32  -0.140
38 C -0.64 3.08 -4.22  -0.151
39 H -4.09 4.85 -4.77  0.080
40 H -5.40 5.21 -3.63  0.085
41 H -5.19 3.59 -4.20  0.051
42 H -2.52 5.92 -2.98  0.078
43 H -2.72 5.35 -1.32  0.063
44 H -4.04 6.21 -2.09  0.081
45 H -5.22 1.46 -1.80  0.085
46 H -5.12 0.12 -2.95  0.082
47 H -5.43 1.71 -3.55  0.055
48 H -2.94 0.13 -1.31  0.081
49 H -1.63 0.39 -2.47  0.066
50 H -2.96 -0.68 -2.90  0.081
51 H -2.25 1.25 -5.30  0.083
52 H -2.22 2.74 -6.26  0.091
53 H -3.68 2.30 -5.40  0.067
54 H -0.23 2.08 -4.00  0.065
55 H -0.25 3.77 -3.46  0.075
56 H -0.26 3.41 -5.18  0.079
57 O 0.63 -3.10 1.27  -0.286
58 P 1.86 -3.96 1.57  0.774
59 N 2.31 -4.13 -0.08  -0.331
60 C 2.77 -5.32 -0.76  -0.137
61 C 3.00 -2.96 -0.61  -0.137
62 N 0.91 -5.29 2.14  -0.349
63 C -0.02 -5.96 1.24  -0.122
64 C 0.20 -4.95 3.38  -0.143
65 N 3.34 -4.85 2.07  -0.301
66 C 3.37 -6.27 2.38  -0.139
67 C 4.05 -4.11 3.13  -0.145
68 H 3.82 -5.54 -0.54  0.081
69 H 2.68 -5.19 -1.84  0.086
70 H 2.18 -6.20 -0.52  0.051
71 H 4.06 -2.96 -0.31  0.082
72 H 2.55 -2.04 -0.23  0.051
73 H 2.94 -2.91 -1.70  0.084
74 H -0.65 -5.27 0.68  0.085
75 H -0.67 -6.65 1.79  0.082
76 H 0.52 -6.59 0.53  0.055
77 H -0.67 -4.31 3.19  0.079
78 H 0.86 -4.42 4.07  0.073
79 H -0.14 -5.86 3.89  0.081
80 H 2.90 -6.51 3.33  0.083
81 H 4.42 -6.60 2.44  0.091
82 H 2.92 -6.87 1.60  0.067
83 H 3.52 -4.15 4.08  0.074
84 H 4.16 -3.06 2.84  0.074
85 H 5.06 -4.51 3.27  0.079

**E_HOMO**: -8.06 eV
**Max |F|**: 7.49 eV/A
**Frontier orbital gap**: 0.2563 Eh
**Electronic energy**: -5355.93502 Eh


Which value of max |F| does entry 3 give? 7.49 eV/A


Look up the electronic energy of the third one. -5355.93502 Eh


The highest max |F| belongs to which entry? C26H44BrN7O4P2S